Entry from the Open Molecules 2025 dataset: a cluster of 2 separate species, C4H12NO3 in total at a distorted geometry (ωB97M-V/def2-TZVPD).

Each atom is followed by the atoms it is bonded to, with distances in Å.
CARTESIAN COORDINATES (ANGSTROEM)
1 C -0.499 -0.012 2.384  O2 1.448, C3 1.604, H8 1.146, H9 1.159
2 O -1.736 0.548 2.889  C1 1.448, H10 1.022
3 C -0.471 -0.212 0.793  C1 1.604, C4 1.508, N7 1.487, H11 1.103
4 C 0.919 -0.679 0.439  C3 1.508, C5 1.560, H12 1.121, H13 1.113
5 C 1.231 -0.816 -1.084  C4 1.560, O6 1.305, H14 1.145, H15 1.118
6 O 1.217 0.330 -1.707  C5 1.305
7 N -0.746 1.085 0.119  C3 1.487, H16 1.049, H17 1.204
8 H 0.221 0.745 2.854  C1 1.146
9 H -0.486 -1.047 2.905  C1 1.159
10 H -1.673 1.506 2.539  O2 1.022
11 H -1.251 -0.873 0.380  C3 1.103
12 H 1.647 0.118 0.742  C4 1.121
13 H 1.290 -1.560 1.008  C4 1.113
14 H 2.221 -1.304 -1.386  C5 1.145
15 H 0.578 -1.638 -1.469  C5 1.118
16 H -1.647 1.001 -0.412  N7 1.049
17 H 0.134 1.280 -0.679  N7 1.204
18 H 0.480 0.685 -3.246  O20 1.093
19 H -1.044 0.328 -3.175  O20 0.993
20 O -0.384 0.514 -3.893  H18 1.093, H19 0.993

The calculation puts the HOMO energy at -3.439 eV. The spin multiplicity is 1. The calculation puts the HOMO-LUMO gap at 0.2632 hartree. Its net charge is -1.

natural (NBO) atomic charge list, values in e, 5 entries: C -0.064; O -0.758; C -0.089; C -0.459; C -0.001

Entry from the Open Molecules 2025 dataset: a cluster of 2 separate species, C5H13NO in total at a distorted geometry (ωB97M-V/def2-TZVPD).

Each atom is followed by the atoms it is bonded to, with distances in Å.
CARTESIAN COORDINATES (ANGSTROEM)
1 C -0.894 -1.714 0.359  C2 1.499, H5 1.090, H6 1.095, H7 1.077
2 C -0.934 -1.348 -1.095  C1 1.499, N3 1.368, O4 1.217
3 N 0.231 -1.381 -1.812  C2 1.368, H8 1.008, H9 1.004
4 O -1.985 -1.092 -1.651  C2 1.217
5 H 0.112 -1.591 0.758  C1 1.090
6 H -1.021 -2.795 0.472  C1 1.095
7 H -1.661 -1.216 0.929  C1 1.077
8 H 0.108 -0.939 -2.710  N3 1.008
9 H 1.148 -1.425 -1.408  N3 1.004
10 C 2.189 1.296 0.929  C11 1.540, H13 1.085, H14 1.085, H15 1.088
11 C 0.678 1.192 1.207  C10 1.540, C12 1.549, H16 1.085, H17 1.082
12 C 0.116 2.586 1.581  C11 1.549, H18 1.090, H19 1.090, H20 1.092
13 H 2.593 2.165 1.436  C10 1.085
14 H 2.364 1.365 -0.140  C10 1.085
15 H 2.745 0.469 1.366  C10 1.088
16 H 0.089 0.845 0.363  C11 1.085
17 H 0.460 0.553 2.053  C11 1.082
18 H -0.941 2.661 1.325  C12 1.090
19 H 0.289 2.832 2.628  C12 1.090
20 H 0.586 3.374 0.989  C12 1.092

The calculation puts the HOMO energy at -9.843 eV. The spin multiplicity is 1. The calculation puts the HOMO-LUMO gap at 0.3910 hartree. Its SMILES is CC(N)=O.CCC.

natural (NBO) atomic charge list, values in e, 5 entries: C -0.716; C 0.668; N -0.832; O -0.614; H 0.212